A.
Formula: C2H5NO
Source: the OMol25 dataset
Level of theory: wB97M-V/def2-TZVPD

Calculated values
HOMO ... -0.328 Eh
Net charge ... 0
Gap between HOMO and LUMO ... 0.364 Eh
Lowest unoccupied orbital energy ... 1.0 eV
Structure (SMILES) ... C=CNO

Atoms and positions in Å:
N 0.96 0.26 0.64
C -0.38 -0.05 0.71
C -1.18 -0.28 -0.33
O 1.35 0.28 -0.90
H 1.92 -0.46 -1.16
H 1.16 1.23 0.86
H -0.71 -0.23 1.73
H -2.13 -0.77 -0.20
H -0.98 0.03 -1.34

=====

B.
Formula: C2H5NO
Source: the OMol25 dataset
Level of theory: wB97M-V/def2-TZVPD

Calculated values
HOMO ... -0.354 Eh
Net charge ... 0
Gap between HOMO and LUMO ... 0.385 Eh
Lowest unoccupied orbital energy ... 0.9 eV
Structure (SMILES) ... C=N.C=O

Atoms and positions in Å:
C 1.90 -0.48 0.44
N 0.68 -0.74 0.24
H 2.65 -0.33 -0.34
H 2.17 -0.15 1.44
H 0.41 -1.37 -0.51
O -2.21 0.62 -1.46
C -1.95 0.75 -0.30
H -1.67 -0.08 0.36
H -1.98 1.77 0.12

=====

Best to worst by energy: B, A.

=====

A.
Formula: C2H10N2O2
Source: the OMol25 dataset
Level of theory: wB97M-V/def2-TZVPD

Calculated values
HOMO ... -0.346 Eh
Net charge ... 0
Gap between HOMO and LUMO ... 0.372 Eh
Lowest unoccupied orbital energy ... 0.7 eV
Structure (SMILES) ... C/N=C\N.O.O

Atoms and positions in Å:
C -0.83 -0.88 0.26
N 1.64 -2.12 1.14
C 1.49 -0.80 0.70
N 0.48 -0.24 0.19
H -1.44 -0.19 0.84
H -1.27 -1.04 -0.72
H -0.79 -1.84 0.77
H 1.06 -2.81 0.68
H 2.56 -2.32 1.47
H 2.44 -0.26 0.76
H -0.04 3.13 -0.67
H 0.65 1.81 -0.28
O 0.47 2.39 -1.04
H -2.24 2.37 -0.98
H -1.65 1.24 -1.65
O -2.54 1.55 -1.45

=====

B.
Formula: C2H10N2O2
Source: the OMol25 dataset
Level of theory: wB97M-V/def2-TZVPD

Calculated values
HOMO ... -0.274 Eh
Net charge ... 0
Gap between HOMO and LUMO ... 0.301 Eh
Lowest unoccupied orbital energy ... 0.7 eV
Structure (SMILES) ... N/C=C/N.O.O

Atoms and positions in Å:
C -1.10 -0.02 -0.83
C -0.60 0.71 0.17
N 0.77 0.80 0.68
N -2.39 0.00 -1.27
H -0.38 -0.60 -1.35
H -1.16 1.40 0.71
H 1.58 0.98 0.15
H 0.88 1.31 1.46
H -2.74 -0.67 -1.95
H -2.91 0.84 -1.09
H 0.49 -0.93 2.52
H -0.12 -1.47 1.32
O 0.11 -1.75 2.17
H 3.23 -0.25 -0.61
H 1.83 -0.54 -1.03
O 2.51 0.20 -1.07

=====

Best to worst by energy: A, B.

=====

A.
Formula: C2H3ClO2S
Source: the OMol25 dataset
Level of theory: wB97M-V/def2-TZVPD

Calculated values
HOMO ... -0.316 Eh
Net charge ... 0
Gap between HOMO and LUMO ... 0.295 Eh
Lowest unoccupied orbital energy ... -0.6 eV

Atoms and positions in Å:
C -1.01 0.28 0.14
C 1.15 0.24 0.86
O -1.55 1.10 0.77
O 0.09 -0.32 0.01
S -2.28 -0.72 -1.82
Cl -0.66 -1.49 -2.84
H 2.16 -0.32 0.44
H 0.96 -0.01 1.81
H 1.14 1.24 0.63

=====

B.
Formula: C2H3ClO2S
Source: the OMol25 dataset
Level of theory: wB97M-V/def2-TZVPD

Calculated values
HOMO ... -0.337 Eh
Net charge ... 0
Gap between HOMO and LUMO ... 0.310 Eh
Lowest unoccupied orbital energy ... -0.7 eV
Structure (SMILES) ... O=C(O)Cl.C=S

Atoms and positions in Å:
C -0.12 1.11 1.98
C -0.14 -0.43 -1.88
O -0.97 0.08 -2.58
O 0.77 -0.32 -1.01
S 0.48 -0.03 2.98
Cl -0.38 -2.21 -2.10
H -1.17 1.37 1.96
H 0.62 1.67 1.42
H 0.91 -1.23 -0.77

=====

Best to worst by energy: B, A.

=====

A.
Formula: C7H8
Source: the OMol25 dataset
Level of theory: wB97M-V/def2-TZVPD

Calculated values
HOMO ... -0.311 Eh
Net charge ... 0
Gap between HOMO and LUMO ... 0.352 Eh
Lowest unoccupied orbital energy ... 1.1 eV
Structure (SMILES) ... CC=C=C1[C@H]2C[C@@H]12

Atoms and positions in Å:
C -0.77 -0.27 -0.32
C 0.14 -0.69 0.48
C -0.94 -0.17 -2.47
C -1.85 -0.07 -1.26
C 1.21 -0.68 1.19
C -0.51 0.74 -1.40
C 1.35 0.14 2.48
H -0.40 -1.10 -2.61
H -1.17 0.42 -3.29
H -2.84 0.17 -1.09
H 1.87 -1.50 1.07
H -0.27 1.87 -1.40
H 1.66 1.22 2.46
H 2.19 -0.18 3.14
H 0.35 0.10 3.03

=====

B.
Formula: C7H8
Source: the OMol25 dataset
Level of theory: wB97M-V/def2-TZVPD

Calculated values
HOMO ... -0.346 Eh
Net charge ... 0
Gap between HOMO and LUMO ... 0.348 Eh
Lowest unoccupied orbital energy ... 0.0 eV

Atoms and positions in Å:
C -0.63 1.00 -1.23
C 0.04 -0.03 -0.36
C 1.17 -0.86 -0.90
C 0.09 0.27 1.02
C 0.16 0.57 2.29
C -0.95 -0.85 0.44
C -1.87 -1.72 0.61
H -1.48 1.45 -0.70
H -0.99 0.50 -2.13
H 0.10 1.77 -1.48
H 2.01 -0.20 -1.13
H 1.48 -1.60 -0.16
H 0.83 -1.37 -1.80
H 0.68 1.21 3.00
H -0.60 -0.12 2.56

=====

Best to worst by energy: A, B.

=====

A.
Formula: C7H8
Source: the OMol25 dataset
Level of theory: wB97M-V/def2-TZVPD

Calculated values
HOMO ... -0.357 Eh
Net charge ... 0
Gap between HOMO and LUMO ... 0.391 Eh
Lowest unoccupied orbital energy ... 0.9 eV
Structure (SMILES) ... C#CC(C)(C)C#C

Atoms and positions in Å:
C -1.01 -0.71 -1.05
C -0.17 -0.04 0.05
C -1.01 0.18 1.32
C 1.04 -0.84 0.33
C 2.14 -1.32 0.46
C 0.41 1.23 -0.45
C 1.08 2.13 -0.87
H -0.40 -0.86 -1.95
H -1.87 -0.07 -1.31
H -1.38 -1.68 -0.71
H -1.39 -0.78 1.69
H -0.42 0.64 2.11
H -1.87 0.82 1.10
H 3.13 -1.70 0.55
H 1.73 2.90 -1.24

=====

B.
Formula: C7H8
Source: the OMol25 dataset
Level of theory: wB97M-V/def2-TZVPD

Calculated values
HOMO (alpha / beta) ... -0.263 / -0.263 Eh
Net charge ... 0
Gap between HOMO and LUMO (alpha / beta) ... 0.300 / 0.300 Eh
Lowest unoccupied orbital energy (alpha / beta) ... 1.0 / 1.0 eV

Atoms and positions in Å:
C 1.97 0.09 0.08
C 0.47 0.07 0.04
C -0.42 -1.10 -0.43
C -1.50 -0.13 -0.68
C -1.58 -0.19 0.80
C -0.41 0.51 1.17
C -0.38 0.90 -0.84
H 2.34 1.10 0.29
H 2.35 -0.57 0.86
H 2.38 -0.23 -0.88
H -0.19 -2.07 -0.88
H -2.36 -0.29 -1.33
H -2.46 -0.46 1.38
H -0.11 0.88 2.15
H -0.10 1.49 -1.72

=====

Best to worst by energy: A, B.

=====

A.
Formula: C7H8
Source: the OMol25 dataset
Level of theory: wB97M-V/def2-TZVPD

Calculated values
HOMO ... -0.315 Eh
Net charge ... 0
Gap between HOMO and LUMO ... 0.360 Eh
Lowest unoccupied orbital energy ... 1.2 eV
Structure (SMILES) ... C[C@@]12[C@@H]3[C@H]4[C@@H]3[C@@H]1[C@H]42

Atoms and positions in Å:
C -0.34 0.43 1.95
C -0.07 -0.03 0.55
C 0.97 0.57 -0.42
C -0.02 0.51 -1.55
C 0.93 -0.66 -1.28
C -0.10 -1.29 -0.34
C -1.04 -0.14 -0.60
H -1.21 -0.06 2.41
H 0.53 0.31 2.61
H -0.56 1.50 1.89
H 1.81 1.24 -0.30
H -0.16 1.25 -2.33
H 1.77 -1.11 -1.80
H -0.39 -2.33 -0.22
H -2.12 -0.19 -0.59

=====

B.
Formula: C7H8
Source: the OMol25 dataset
Level of theory: wB97M-V/def2-TZVPD

Calculated values
HOMO ... -0.310 Eh
Net charge ... 0
Gap between HOMO and LUMO ... 0.355 Eh
Lowest unoccupied orbital energy ... 1.2 eV
Structure (SMILES) ... C[C@@]12[C@@H]3[C@H]4[C@@H]3[C@@H]1[C@H]42

Atoms and positions in Å:
C -0.31 -1.76 1.09
C -0.15 -0.56 0.14
C -0.71 0.86 0.44
C -0.51 1.31 -0.96
C 0.62 1.48 0.02
C 1.10 0.07 -0.35
C 0.06 -0.04 -1.43
H 0.00 -2.68 0.59
H 0.30 -1.69 2.02
H -1.35 -1.90 1.43
H -1.55 1.13 1.09
H -1.10 2.09 -1.44
H 1.22 2.37 0.24
H 2.06 -0.44 -0.37
H 0.32 -0.22 -2.50

=====

C.
Formula: C7H8
Source: the OMol25 dataset
Level of theory: wB97M-V/def2-TZVPD

Calculated values
HOMO (alpha / beta) ... -0.286 / -0.286 Eh
Net charge ... 0
Gap between HOMO and LUMO (alpha / beta) ... 0.290 / 0.290 Eh
Lowest unoccupied orbital energy (alpha / beta) ... 0.1 / 0.1 eV

Atoms and positions in Å:
C 1.40 0.33 0.55
C 0.30 -0.43 -0.14
C -0.60 0.37 -1.07
C -1.22 1.53 -0.42
C -1.71 2.48 0.14
C 0.07 -1.77 0.13
C 0.25 -2.93 0.71
H 1.82 1.08 -0.12
H 1.02 0.86 1.43
H 2.19 -0.35 0.88
H -0.94 -1.24 0.44
H 0.02 0.71 -1.90
H -1.37 -0.28 -1.50
H -2.15 3.31 0.63
H 0.91 -3.66 0.24

=====

D.
Formula: C7H8
Source: the OMol25 dataset
Level of theory: wB97M-V/def2-TZVPD

Calculated values
HOMO ... -0.333 Eh
Net charge ... 0
Gap between HOMO and LUMO ... 0.363 Eh
Lowest unoccupied orbital energy ... 0.8 eV

Atoms and positions in Å:
C 0.02 -1.38 0.98
C -0.60 0.01 0.74
C 0.48 1.11 0.65
C 1.13 0.92 -0.64
C 1.33 0.64 -1.81
C -0.81 0.20 -1.82
C -1.30 0.02 -0.60
H 0.65 -1.65 0.13
H 0.63 -1.41 1.89
H -0.77 -2.13 1.08
H -1.28 0.25 1.57
H -0.02 2.09 0.63
H 1.18 1.10 1.49
H 1.70 0.44 -2.79
H -2.36 -0.25 -0.67

=====

Best to worst by energy: A, B, D, C.

=====

A.
Formula: C7H8
Source: the OMol25 dataset
Level of theory: wB97M-V/def2-TZVPD

Calculated values
HOMO ... -0.365 Eh
Net charge ... 0
Gap between HOMO and LUMO ... 0.400 Eh
Lowest unoccupied orbital energy ... 1.0 eV
Structure (SMILES) ... C#CC[C@H](C)C#C

Atoms and positions in Å:
C -0.37 -1.41 -0.11
C -0.17 0.06 0.61
C 0.49 1.23 -0.18
C 1.91 0.97 -0.42
C 3.07 0.69 -0.59
C -1.61 0.27 0.80
C -2.75 -0.10 0.65
H -1.02 -1.14 -0.95
H 0.33 -2.16 -0.51
H -0.95 -1.94 0.64
H 0.34 0.02 1.59
H -0.04 1.39 -1.12
H 0.41 2.19 0.36
H 4.09 0.43 -0.76
H -3.72 -0.52 0.48

=====

B.
Formula: C7H8
Source: the OMol25 dataset
Level of theory: wB97M-V/def2-TZVPD

Calculated values
HOMO (alpha / beta) ... -0.316 / -0.313 Eh
Net charge ... 0
Gap between HOMO and LUMO (alpha / beta) ... 0.312 / 0.313 Eh
Lowest unoccupied orbital energy (alpha / beta) ... -0.1 / 0.0 eV

Atoms and positions in Å:
C 0.82 1.56 0.58
C -0.40 -0.46 0.55
C -0.50 -1.07 -0.84
C -1.35 -0.24 -1.69
C -2.06 0.46 -2.37
C 0.68 -0.89 1.37
C 1.74 -0.81 1.96
H 1.46 0.89 0.03
H 0.89 2.61 0.25
H 0.54 1.46 1.62
H -1.35 -0.32 1.06
H 0.51 -1.15 -1.27
H -0.90 -2.10 -0.83
H -2.68 1.08 -2.97
H 2.59 -1.03 2.56

=====

C.
Formula: C7H8
Source: the OMol25 dataset
Level of theory: wB97M-V/def2-TZVPD

Calculated values
HOMO (alpha / beta) ... -0.288 / -0.304 Eh
Net charge ... 0
Gap between HOMO and LUMO (alpha / beta) ... 0.285 / 0.290 Eh
Lowest unoccupied orbital energy (alpha / beta) ... -0.1 / -0.4 eV

Atoms and positions in Å:
C 0.21 -0.91 0.93
C -0.93 -0.52 1.73
C -0.99 -0.69 3.12
C 0.09 0.41 -1.33
C 0.65 -0.16 -0.25
C -1.10 -1.11 4.23
C 0.89 1.03 -2.36
H 1.10 -1.34 1.54
H -0.15 -1.76 0.23
H -1.87 -0.09 1.27
H -1.30 -1.63 5.11
H -0.94 0.22 -1.51
H 0.55 1.89 -2.79
H 1.00 0.27 -3.04
H 1.93 1.27 -1.95

=====

Best to worst by energy: A, C, B.

=====

A.
Formula: CH2NO3P
Source: the OMol25 dataset
Level of theory: wB97M-V/def2-TZVPD

Calculated values
HOMO ... 0.025 Eh
Net charge ... -2
Gap between HOMO and LUMO ... 0.253 Eh
Lowest unoccupied orbital energy ... 7.6 eV

Atoms and positions in Å:
C 0.81 0.68 -0.46
N -0.20 0.72 0.21
O -0.42 1.42 -2.57
O 2.13 2.13 -2.30
O 1.40 -0.30 -2.96
P 1.04 1.04 -2.36
H 1.99 0.28 0.44
H -0.33 0.49 1.24

=====

B.
Formula: CH2NO3P
Source: the OMol25 dataset
Level of theory: wB97M-V/def2-TZVPD

Calculated values
HOMO ... 0.000 Eh
Net charge ... -2
Gap between HOMO and LUMO ... 0.278 Eh
Lowest unoccupied orbital energy ... 7.6 eV

Atoms and positions in Å:
C -0.02 0.66 1.00
N -0.03 1.65 1.85
O -0.98 -1.91 -1.66
O 1.43 -2.00 -2.31
O 1.04 -0.04 0.81
P 0.25 -1.11 -1.98
H -0.85 0.40 0.46
H -0.83 2.35 1.83

=====

C.
Formula: CH2NO3P
Source: the OMol25 dataset
Level of theory: wB97M-V/def2-TZVPD

Calculated values
HOMO (alpha / beta) ... 0.045 / 0.045 Eh
Net charge ... -2
Gap between HOMO and LUMO (alpha / beta) ... 0.233 / 0.233 Eh
Lowest unoccupied orbital energy (alpha / beta) ... 7.6 / 7.6 eV
Structure (SMILES) ... [H]/N=C/P(=O)([O-])[O-]

Atoms and positions in Å:
C 0.59 -0.01 -0.01
N 1.50 0.35 -0.88
O -2.08 0.60 -1.10
O -0.76 -1.82 -0.10
O -1.47 0.62 1.42
P -1.16 0.12 0.02
H 0.94 -0.10 1.04
H 2.44 0.24 -0.38

=====

Best to worst by energy: B, A, C.